[1]
Below is C17H33BCuN6Si2 as an isolated structure at a distorted geometry, with properties calculated with ωB97M-V/def2-TZVPD.

As for the expectation value of S²: 0.844. As for the relative energy (zero: lowest compared OMol25 entry of this formula, charge and spin): 84.0 kcal per mole. The calculated total energy is -3240.3361 a.u. As for the spin multiplicity: 2.

XYZ file:
```
60
Properties=species:S:1:pos:R:3:forces:R:3
H -0.654 3.339 0.537 0.12 -0.12 0.00
N 0.099 1.868 -0.788 0.25 0.68 -0.49
B 0.871 0.656 -2.881 -0.86 -0.36 0.31
N 0.665 1.947 -2.043 0.22 0.48 0.99
C 0.781 3.246 -2.436 -0.77 -0.22 2.07
Cu -0.427 -0.322 0.065 3.39 1.70 0.82
H 1.256 3.484 -3.364 -0.02 0.12 -0.28
C 0.255 4.051 -1.400 0.27 -2.33 -0.38
H 0.182 5.100 -1.372 -0.05 0.95 0.00
C -0.166 3.120 -0.400 0.69 0.23 -1.63
H 1.126 0.933 -4.009 0.28 0.09 -0.18
C -1.264 -1.962 0.609 -1.53 0.53 2.29
H -1.587 -1.529 1.584 0.90 -1.40 -0.03
H -0.540 -2.801 0.546 -1.02 0.94 -0.07
H -2.217 -1.944 0.128 -0.15 -1.02 -0.98
N -0.543 0.005 -2.854 -1.29 -0.73 1.17
N 1.818 -0.419 -2.322 0.10 -0.40 1.21
N -1.149 -0.348 -1.640 -1.19 0.64 -3.72
N 1.514 -1.052 -1.132 0.37 0.44 -0.34
C -1.454 -0.077 -3.841 0.18 -0.25 1.40
C 2.971 -0.917 -2.826 -0.54 0.50 0.28
H -1.164 0.135 -4.838 0.09 0.14 -0.67
H 3.358 -0.479 -3.742 0.00 -0.36 0.22
C -2.651 -0.463 -3.287 -0.65 0.00 0.88
C 3.436 -1.879 -1.952 0.73 -0.36 -0.02
C -2.440 -0.576 -1.894 0.86 0.11 -1.64
C 2.513 -1.910 -0.898 -0.53 0.30 -0.40
H -3.595 -0.640 -3.743 -0.33 0.02 -0.51
H 4.335 -2.489 -2.051 -0.40 0.33 0.02
H -3.164 -0.809 -1.121 0.30 0.01 -0.22
H 2.510 -2.526 -0.001 0.04 0.25 -0.37
H -1.392 0.584 0.799 0.71 -1.54 -0.22
C -0.348 -1.884 4.103 -0.01 -0.07 0.16
Si 1.148 -1.715 2.935 -0.88 -0.06 -0.29
C 2.705 -1.650 4.003 -0.02 0.17 -0.06
C 1.273 -3.394 2.056 0.13 -0.31 -0.16
C 0.922 -0.204 1.791 0.70 0.14 0.87
Si 0.671 1.367 2.808 0.07 -0.12 -0.26
C 1.071 1.303 4.661 -0.06 -0.12 0.00
C 1.814 2.735 2.203 0.02 -0.03 -0.16
C -1.146 1.878 2.747 -0.13 0.26 -0.05
H -0.623 -2.946 4.189 0.06 0.28 0.01
H -1.248 -1.350 3.774 0.19 -0.03 -0.02
H -0.114 -1.525 5.113 -0.04 -0.10 -0.17
H 2.888 -2.663 4.404 -0.01 0.42 -0.14
H 3.564 -1.340 3.393 -0.05 -0.16 0.18
H 2.610 -0.944 4.839 0.06 -0.27 -0.21
H 0.986 -3.415 1.002 0.30 0.01 0.23
H 2.299 -3.777 2.124 -0.12 0.01 -0.04
H 0.620 -4.132 2.545 0.18 0.18 0.03
H 1.839 -0.087 1.175 -0.50 0.03 0.16
H 2.149 1.169 4.820 -0.26 0.15 0.00
H 0.769 2.281 5.076 0.16 -0.31 -0.06
H 0.546 0.515 5.214 0.07 0.24 -0.09
H 1.998 2.677 1.124 -0.12 0.12 0.19
H 1.372 3.715 2.445 0.33 -0.18 -0.09
H 2.790 2.631 2.702 -0.31 0.14 -0.04
H -1.600 1.788 1.746 0.15 0.24 0.28
H -1.765 1.265 3.409 0.10 0.07 0.06
H -1.235 2.929 3.042 -0.16 -0.08 0.12
```
Positions in Å, forces in eV/Å.

Here are the Mulliken charges for atoms 1 to 2, given in e: number 1, H, carries 0.414; number 2, N, carries 0.333

***

[2]
Below is C4H9NO as an isolated structure, with properties calculated with ωB97M-V/def2-TZVPD.

As for the relative energy (zero: lowest compared OMol25 entry of this formula, charge and spin): 111.7 kcal per mole. The calculated total energy is -287.6544 a.u. As for the spin multiplicity: 1.

XYZ file:
```
15
Properties=species:S:1:pos:R:3:forces:R:3
C -1.930 -0.231 -0.034 -0.03 -0.20 -0.34
N -0.655 -0.238 -0.356 -0.11 0.17 0.17
C 0.405 -1.177 0.058 0.05 -0.20 0.09
C 1.436 -0.161 -0.520 -0.05 -0.25 -0.33
O 2.414 0.315 0.372 -0.09 0.19 0.19
C 0.228 0.682 -0.784 -0.08 -0.04 -0.26
H -2.349 -1.088 0.472 0.10 0.00 -0.15
H -1.183 1.282 1.235 0.16 0.35 0.23
H -2.564 0.552 -0.431 0.10 -0.12 0.05
H 0.331 -2.154 -0.427 -0.05 0.14 0.05
H 0.436 -1.279 1.147 0.06 0.01 -0.16
H 1.989 -0.524 -1.391 -0.01 -0.06 0.12
H 1.954 0.861 1.026 0.11 -0.05 -0.09
H -0.516 1.587 0.989 -0.19 0.19 0.34
H 0.004 1.573 -1.356 0.04 -0.12 0.08
```
Positions in Å, forces in eV/Å.

Here are the Mulliken charges for atoms 1 to 2, given in e: number 1, C, carries -0.563; number 2, N, carries 0.117

***

[3]
Below is an isolated molecule of C8H10O at a distorted geometry, with properties calculated with ωB97M-V/def2-TZVPD.

As for the relative energy (zero: lowest compared OMol25 entry of this formula, charge and spin): 110.5 kcal per mole. The calculated total energy is -385.8978 a.u. As for the spin multiplicity: 1.

XYZ file:
```
19
Properties=species:S:1:pos:R:3:forces:R:3
C 1.603 0.980 -0.897 1.51 2.91 -2.27
C 0.862 1.834 -0.221 -0.61 1.99 0.76
C 1.718 -0.344 -0.638 -1.64 -5.28 1.89
C 0.012 1.499 0.940 -0.60 -1.04 -0.56
C -1.384 0.017 -0.688 -2.07 -0.43 -1.43
C -0.990 0.338 0.686 0.79 -0.23 2.62
C -0.487 -0.885 0.077 2.53 0.36 -1.84
C -0.409 -2.365 0.282 -1.10 -0.53 2.64
O 2.490 -1.264 -0.605 -1.19 1.79 -0.22
H 2.153 1.426 -1.745 -0.04 -0.59 0.24
H 0.896 2.931 -0.515 -0.05 -1.59 0.25
H 0.565 1.318 1.850 0.21 -0.12 0.21
H -0.633 2.308 1.074 -0.80 1.74 0.72
H -2.459 -0.288 -0.794 1.01 0.08 -0.02
H -1.081 0.644 -1.564 0.11 -0.53 0.96
H -1.692 0.189 1.569 0.61 0.46 -1.34
H -1.114 -2.974 -0.299 0.51 0.39 -0.56
H -0.694 -2.779 1.372 0.86 1.38 -1.90
H 0.644 -2.585 0.116 -0.05 -0.77 -0.15
```
Positions in Å, forces in eV/Å.

Here are the Mulliken charges for atoms 1 to 2, given in e: number 1, C, carries -0.615; number 2, C, carries -0.240

***

[4]
Below is C20H29BeBr6Cl2FN5O as an isolated structure at a distorted geometry, with properties calculated with ωB97M-V/def2-TZVPD.

The total charge is +1. The calculated total energy is -17606.4647 a.u. As for the spin multiplicity: 1.

XYZ file:
```
65
Properties=species:S:1:pos:R:3:forces:R:3
C 5.056 -3.640 4.372 -1.04 4.91 2.03
C 4.118 -2.911 5.390 0.45 1.19 -3.58
C 3.191 -1.738 4.922 2.24 -1.63 -3.29
C 3.240 -1.280 3.416 1.18 -2.25 1.04
C 2.367 -0.061 2.863 0.49 0.07 0.47
C 1.338 0.561 3.933 0.42 0.66 -0.23
C -0.149 -0.027 3.837 0.05 1.70 0.74
N -0.226 -1.518 3.757 -0.22 -4.76 -2.69
C -0.167 -2.433 2.647 -0.22 -1.25 2.56
N -0.340 -3.813 3.123 0.25 5.04 1.35
N -0.501 -3.700 4.470 0.67 2.66 -3.00
N -0.429 -2.396 4.779 -0.17 -1.43 0.58
C 4.188 -1.976 2.355 0.33 -0.71 3.77
C 5.091 -3.158 2.809 0.20 5.55 1.10
H 5.731 -4.502 4.722 -0.98 1.72 -0.59
H 4.081 -3.202 6.515 -0.12 0.37 -2.41
H 2.517 -1.259 5.704 1.08 -0.65 -1.33
H 1.800 -0.320 1.886 0.98 0.29 1.56
H 3.118 0.771 2.576 -1.28 -1.29 0.42
H 1.257 1.688 3.674 -0.20 -1.86 0.43
H 1.740 0.546 5.018 -0.66 -0.24 -1.89
H -0.739 0.277 4.784 0.83 -0.56 -1.61
H -0.677 0.432 2.923 0.75 -1.16 1.32
H -0.009 -2.141 1.546 -0.29 -0.36 2.44
H -0.542 -2.224 5.789 0.20 0.74 -0.76
H 4.209 -1.624 1.257 -0.08 -0.65 2.06
H 5.799 -3.648 2.041 -0.60 1.73 1.75
C 0.203 0.509 -1.275 0.14 0.46 -0.09
Br -0.023 0.271 -3.183 0.54 -0.78 0.87
Br 0.136 -1.185 -0.317 0.14 0.00 -0.92
Br 1.811 1.507 -0.861 0.48 -1.27 0.06
H -0.637 1.106 -0.927 0.37 -0.03 -0.06
Br 4.032 -4.836 2.898 -4.10 -6.77 -1.32
C 3.949 -6.722 2.329 -0.77 -0.70 -0.82
C 2.694 -7.392 2.834 0.08 -0.43 -0.09
Br 2.842 -7.829 4.728 -0.05 0.15 -0.02
H 4.865 -7.199 2.679 -0.17 0.09 0.04
H 3.956 -6.691 1.237 -0.05 -0.16 0.06
H 2.538 -8.349 2.333 -0.03 0.09 0.08
H 1.800 -6.777 2.718 0.16 -0.04 0.00
F -0.084 2.892 -1.051 -1.27 1.31 -0.34
Be 5.813 -3.950 7.254 0.66 -0.30 0.56
N -2.426 2.856 -5.596 -0.09 1.78 1.60
C -3.042 4.037 -5.754 -0.20 -1.15 -2.38
C -2.841 5.126 -4.916 2.11 -1.00 1.97
C -1.952 4.986 -3.846 0.82 -2.32 0.58
C -1.307 3.773 -3.664 -0.10 0.12 -0.11
C -1.572 2.748 -4.558 -0.12 -0.45 -0.77
H -3.723 4.097 -6.593 -0.03 0.15 0.22
H -3.379 6.070 -5.105 -1.75 0.43 -0.53
H -1.770 5.802 -3.174 0.61 -1.41 0.45
H -0.610 3.625 -2.843 -0.03 -0.15 0.27
H -1.085 1.784 -4.453 -0.25 0.61 -0.28
C -5.570 1.463 -5.257 0.15 -0.09 0.12
Cl -7.194 1.963 -4.771 0.03 0.03 0.10
Cl -5.419 1.403 -7.017 0.10 0.02 0.05
H -4.848 2.177 -4.865 -0.17 -0.08 -0.12
H -5.368 0.473 -4.851 -0.12 0.13 -0.13
C -6.036 6.319 -6.760 -0.16 0.21 -0.02
O -4.696 5.942 -7.059 0.36 0.36 0.03
H -6.575 5.443 -6.396 0.15 0.02 -0.07
H -6.038 7.091 -5.986 -0.21 0.00 0.00
H -6.523 6.694 -7.662 -0.14 -0.01 0.13
H -4.242 6.733 -7.379 -0.11 -0.24 -0.13
Br -2.737 7.339 -3.998 -1.22 3.57 -1.21
```
Positions in Å, forces in eV/Å.

Here are the Mulliken charges for atoms 1 to 2, given in e: number 1, C, carries -0.079; number 2, C, carries -0.419

***

[5]
Below is an isolated molecule of C4H7F3 at a distorted geometry, with properties calculated with ωB97M-V/def2-TZVPD.

As for the relative energy (zero: lowest compared OMol25 entry of this formula, charge and spin): 29.8 kcal per mole. The calculated total energy is -456.1837 a.u. As for the spin multiplicity: 1.

XYZ file:
```
14
Properties=species:S:1:pos:R:3:forces:R:3
C -1.499 0.576 -1.159 -0.52 -1.49 -0.39
C -0.443 -0.027 -0.172 -0.51 1.65 -0.77
C -0.411 0.903 1.037 -1.01 0.31 -0.69
C 0.844 -0.064 -1.042 0.72 -1.08 -0.52
H -2.538 0.603 -0.779 0.69 0.03 0.20
H -1.226 1.556 -1.514 0.22 0.43 0.06
H -1.533 -0.080 -2.063 0.00 0.41 0.71
H -0.330 1.898 0.654 0.12 0.85 -0.40
H -1.368 0.887 1.588 0.30 -0.48 -0.18
H 0.633 -0.372 -2.081 -0.46 0.20 0.47
H 1.375 0.888 -1.118 -0.43 0.23 0.41
F -0.861 -1.260 0.246 0.25 -0.62 -0.29
F 0.616 0.736 1.890 0.98 -0.67 0.77
F 1.806 -0.999 -0.655 -0.35 0.21 0.61
```
Positions in Å, forces in eV/Å.

Here are the Mulliken charges for atoms 1 to 2, given in e: number 1, C, carries -1.465; number 2, C, carries 1.241

***

[6]
Below is C18H11BrF6I2N4O5S2Ti as an isolated structure at a distorted geometry, with properties calculated with ωB97M-V/def2-TZVPD.

As for the expectation value of S²: 0.755. The total charge is +1. As for the relative energy (zero: lowest compared OMol25 entry of this formula, charge and spin): 37.6 kcal per mole. The calculated total energy is -6701.9552 a.u. As for the spin multiplicity: 2.

XYZ file:
```
50
Properties=species:S:1:pos:R:3:forces:R:3
Ti 1.924 -1.042 0.479 0.56 0.08 1.77
I 4.121 -1.678 2.270 -0.06 -0.05 0.89
C 2.589 -1.702 3.775 -0.88 0.24 -0.59
I 0.558 -1.129 2.949 0.88 -0.44 1.26
H 2.807 -0.989 4.558 0.04 0.06 -0.07
H 2.460 -2.716 4.132 0.01 -0.02 -0.07
Br -6.764 0.531 0.218 0.02 0.09 0.03
C -5.445 1.872 0.065 0.01 -0.01 -0.03
C -4.378 1.881 0.957 -0.05 -0.06 0.01
C -3.362 2.801 0.796 0.06 0.25 -0.07
C -3.419 3.725 -0.253 -0.43 -0.89 -0.05
C -4.541 3.761 -1.084 0.31 -0.03 0.07
C -5.545 2.822 -0.942 -0.09 -0.13 0.03
N -2.424 4.667 -0.565 0.01 0.45 0.50
N -1.243 4.563 -0.224 0.19 1.29 -0.92
C -0.487 3.484 0.192 0.53 -1.13 0.64
C 0.485 3.722 1.159 -0.76 0.26 -0.40
C 1.457 2.785 1.511 0.37 -0.69 0.00
C 1.457 1.555 0.898 -0.55 0.69 -0.02
O 2.342 0.552 1.058 0.62 2.93 0.90
C 0.440 1.254 -0.031 -0.15 0.31 -0.22
N 0.493 -0.030 -0.515 -1.12 1.05 -1.06
C -0.312 -0.362 -1.514 0.10 -0.04 0.29
C -1.199 0.556 -2.077 -0.20 0.30 -0.05
C -1.297 1.829 -1.565 -0.01 -0.21 -0.20
C -0.496 2.211 -0.473 0.29 -0.02 0.30
H -4.345 1.159 1.761 -0.01 0.02 0.01
H -2.531 2.818 1.490 -0.05 -0.04 0.00
H -4.579 4.510 -1.863 -0.03 0.03 0.01
H -6.395 2.817 -1.609 0.00 0.02 0.01
H 0.478 4.691 1.640 0.08 0.05 -0.06
H 2.224 3.029 2.233 -0.01 0.03 0.01
H -0.243 -1.379 -1.878 0.01 -0.01 -0.02
H -1.808 0.260 -2.919 0.02 -0.04 0.00
H -1.967 2.537 -2.032 -0.05 0.01 0.06
F -0.139 -4.865 -1.029 0.05 -0.09 0.00
C 0.679 -5.297 -0.081 -0.08 0.19 -0.25
F -0.008 -5.691 0.969 -0.01 0.01 0.00
F 1.432 -6.273 -0.539 0.08 -0.01 0.05
S 1.758 -3.859 0.444 0.02 -0.95 0.13
O 0.959 -2.656 0.078 -1.17 -1.74 -0.37
O 1.974 -3.998 1.842 0.05 -0.50 0.04
N 3.065 -3.852 -0.416 -0.02 -0.13 -0.08
S 3.136 -2.725 -1.531 0.10 -0.70 -0.56
O 2.155 -2.829 -2.553 0.22 0.01 -0.46
O 3.221 -1.396 -0.882 1.18 -0.36 -1.64
C 4.876 -2.955 -2.141 0.19 -0.01 0.44
F 5.047 -4.162 -2.623 -0.13 -0.05 0.00
F 5.130 -2.047 -3.057 -0.14 0.07 -0.03
F 5.657 -2.763 -1.078 0.03 -0.07 -0.23
```
Positions in Å, forces in eV/Å.

Here are the Mulliken charges for atoms 1 to 2, given in e: number 1, Ti, carries 0.267; number 2, I, carries 0.223

***

> calculated total energy of number 4 (C20H29BeBr6Cl2FN5O)?

-17606.4647 a.u.

***

> What is the calculated total energy in the sixth record?

-6701.9552 a.u.

***

> Among the records above, which one has the highest calculated total energy?

C4H9NO